[1]
16
Properties=species:S:1:pos:R:3 method="wB97M-V/def2-TZVPD" charge=-1 homo_lumo_gap_ev=8.350 relative_energy_kcal_mol=17.0
H -2.29817 -0.75414 0.91701
C -0.20930 0.79451 1.30586
H 1.43122 -1.07330 0.62239
C 2.26896 -0.55148 -1.12927
H -2.84372 -0.14591 -0.77400
O -0.73278 1.75659 1.90994
O 0.72935 0.07257 1.73947
C -2.35891 0.04309 0.18591
H -3.01773 0.80663 0.62030
H 3.20353 -0.94972 -1.53831
H -0.40954 -0.37905 -0.53591
H 1.42823 -0.58254 -1.82729
O 2.14337 -1.40446 0.00125
C -0.90372 0.46605 -0.05871
H -0.75598 1.39915 -0.61650
H 2.32519 0.50198 -0.82213

[2]
16
Properties=species:S:1:pos:R:3 method="wB97M-V/def2-TZVPD" charge=-1 homo_lumo_gap_ev=8.691 relative_energy_kcal_mol=7.3
H -2.99603 -0.18502 1.60016
H 0.16873 1.39251 -0.63035
C -0.83250 -0.21749 1.19752
C -2.20873 0.46203 1.21576
H 2.20772 0.10322 -2.46695
H -2.17290 1.39611 1.76126
H 0.40721 -1.13031 -0.63262
H 0.13161 1.25771 -2.38263
H 1.30432 2.29839 -1.63892
C 0.79074 1.33878 -1.50732
H -2.45917 0.68857 0.18075
O 1.05568 -1.08550 -1.38042
O -0.81117 -1.34864 0.62227
H 2.43118 0.21164 -0.64982
C 1.73561 0.14941 -1.49283
O 0.11979 0.38984 1.70510

[3]
17
Properties=species:S:1:pos:R:3 method="wB97M-V/def2-TZVPD" charge=-1 homo_lumo_gap_ev=6.075 relative_energy_kcal_mol=61.2
C 0.18859 -1.59584 0.08032
C -1.10292 1.96261 0.80525
H 2.16017 -0.95264 -1.05499
C -1.05869 0.47155 0.87033
H -2.09157 0.11605 0.89999
H 0.03946 3.42627 0.47695
O -0.22515 -2.05845 1.25786
C -0.32445 -0.09340 -0.34538
O 0.15031 2.53027 0.83111
O 2.31103 -1.29330 -1.93874
H 1.27832 -1.54236 0.26349
H -0.46162 0.09660 1.72827
H 0.62362 0.45497 -0.39273
O -2.11852 2.60845 0.74050
H -0.86243 -0.05452 -1.29440
H -0.00013 -2.29824 -0.81211
H 1.49395 -1.77802 -2.11571

[4]
17
Properties=species:S:1:pos:R:3 method="wB97M-V/def2-TZVPD" charge=-1 homo_lumo_gap_ev=8.472 relative_energy_kcal_mol=15.9
H 1.66549 0.97835 1.13661
H -1.75100 -2.25943 0.13699
H -0.31636 -1.26717 -0.93543
H 0.95779 -2.51272 -0.31161
C 1.40053 0.33336 0.30313
O -1.95969 1.55120 1.46244
H -2.66775 1.03836 1.07721
H -0.28921 -0.50754 1.51600
C 0.13132 -1.84092 -0.12698
H 1.20617 -1.33090 1.65942
H 2.29294 -0.14995 -0.10314
C 0.70589 1.01371 -0.89035
O -0.48251 1.42192 -0.64957
H -1.28156 1.53676 0.69226
C 0.57580 -0.80654 0.92522
O -0.92146 -2.67936 0.41409
O 1.29272 1.09738 -1.97555

[5]
17
Properties=species:S:1:pos:R:3 method="wB97M-V/def2-TZVPD" charge=-1 homo_lumo_gap_ev=8.651 relative_energy_kcal_mol=28.6
H -1.51823 -1.50462 -0.33754
H 1.41225 0.35266 -0.59793
H -1.15123 -0.13860 -1.39820
H 1.14207 -2.62489 -2.80312
H 0.06654 -1.21876 -3.17700
H -0.69516 -2.72426 -2.53226
C 0.53164 -1.35089 -1.02044
O 1.43383 -0.32082 -1.35981
C -0.76449 -0.78472 -0.53243
H -0.88229 2.28871 2.34836
C -0.47488 0.09554 0.61479
O -0.21161 3.02772 2.56786
H 0.50596 2.80680 1.91020
O -1.51091 0.59604 1.15691
O 0.70500 0.29770 0.97703
H 1.16146 -1.88972 -0.24390
C 0.14575 -1.98535 -2.37934

[6]
17
Properties=species:S:1:pos:R:3 method="wB97M-V/def2-TZVPD" spin_multiplicity=2 homo_lumo_gap_ev="10.675 / 6.117" relative_energy_kcal_mol=7.5
C 1.41575 -0.37009 -0.52351
O 2.75057 -1.55746 0.99930
H -1.74503 0.38088 2.86743
H -0.99350 0.88393 -2.43946
H 1.99344 -0.98350 -1.23168
C 1.65628 -0.97668 0.86863
O -1.47261 0.42881 1.95412
O 0.79160 -0.90670 1.75756
H -0.06180 1.74421 -1.21186
H 1.85472 0.62791 -0.51641
H -0.17212 -1.25272 -1.52370
C -0.08607 -0.40108 -0.85018
H -0.56624 0.06685 1.82932
C -0.68692 0.88094 -1.37089
H -0.69225 -0.66697 0.02263
H -2.02355 0.97876 0.16075
O -1.96227 1.12291 -0.79203

[7]
20
Properties=species:S:1:pos:R:3 method="wB97M-V/def2-TZVPD" smiles="COP(=O)(OC)[C@H](O)C(=O)O" homo_lumo_gap_ev=9.716 relative_energy_kcal_mol=15.3
H -2.34281 2.80127 0.70940
O 1.29719 1.53079 -0.00183
O -1.37724 -1.43432 0.49320
H 2.11980 1.75604 -0.47378
H -2.26035 -2.03932 -1.28183
O -1.39919 1.01017 0.70431
O 3.67956 0.51917 -0.37256
O 3.14815 -1.49295 0.49518
P -0.84118 -0.12997 -0.24917
C -1.48420 2.34279 0.22024
O -1.19189 0.00207 -1.66259
H -3.05312 -2.56554 0.22484
H -1.61998 2.34760 -0.86350
H 4.08966 -1.71575 0.40104
H -1.52512 -3.32801 -0.29098
C 2.89461 -0.26822 0.07716
C -2.09326 -2.39860 -0.26464
H 1.18288 0.01134 1.37075
H -0.57059 2.88532 0.46734
C 1.34709 0.16613 0.29741

[8]
15
Properties=species:S:1:pos:R:3 method="wB97M-V/def2-TZVPD" smiles="CC(=O)[C@H](C)P" homo_lumo_gap_ev=8.973 relative_energy_kcal_mol=71.5
H -0.11833 0.44184 -1.38415
H -0.09387 1.95678 1.07329
H 1.04046 -2.45357 0.86475
O -1.28901 -1.83799 -0.11079
C 0.51870 1.42288 0.40685
P -2.19953 0.50563 -0.05900
H 1.84775 -1.93210 -0.46432
H -2.35334 1.91564 -0.45627
H 1.03578 2.10973 -0.19188
H 1.28090 0.95142 0.96069
C -0.23443 0.37581 -0.36533
C 0.00607 -1.02019 -0.08432
H 1.83521 -0.92969 0.84177
C 1.23912 -1.61527 0.36778
H -2.51549 0.10909 -1.39909